1.
# C23H42F3IMgN2NbO4S

A molecular structure, C23H42F3IMgN2NbO4S in a non-equilibrium geometry (the ωB97M-V functional and the def2-TZVPD basis, the OMol25 dataset).

The highest occupied orbital energy is -0.398 Eh. The value obtained for the total energy is -69768.305 eV. As for the total charge: +1. The calculation puts the maximum force at 8.31 eV Å⁻¹.

```
78
Properties=species:S:1:pos:R:3:forces:R:3
I -0.2471 1.2279 -2.5095 -0.525 0.048 -1.645
Nb -0.2599 1.7878 0.2702 0.660 -0.971 4.754
S -1.2117 4.4883 -1.7149 3.001 7.299 2.596
Mg -2.1177 2.9024 -3.8766 1.353 -0.835 0.329
F -4.8485 -2.1486 -3.9696 -0.322 1.808 -0.075
F -6.0163 -0.9950 -2.5301 0.851 0.781 -1.566
F -5.3563 -0.0188 -4.4807 -0.001 -0.913 1.214
O -0.1361 4.7032 -2.7071 -1.571 -2.701 -0.319
O 4.6276 -2.3955 -1.2925 -0.443 0.255 -0.225
O -3.8328 0.4826 -1.7346 0.658 -0.266 -0.527
O -1.9069 5.7765 -1.5657 -0.905 -2.492 -0.211
N 3.6175 0.4770 -1.5948 -0.310 0.387 -1.290
N 0.9667 -1.1708 0.0375 0.129 0.968 0.424
C -0.3945 2.2935 2.4884 -0.674 0.167 -0.491
C 1.3605 -4.1056 -2.2644 1.395 2.402 -0.574
C -0.4996 4.0593 -0.1214 -0.552 0.103 -0.109
C 3.7503 1.9515 -1.6702 1.223 0.378 0.884
C -0.9111 -0.7256 5.0444 0.748 -0.264 0.107
C -1.2772 -1.8650 4.0165 -0.548 -0.676 0.451
C 1.5082 -1.8284 -3.3455 0.639 -0.892 0.681
C 2.6590 2.7818 -0.8768 0.549 0.402 0.089
C -0.2459 -3.7538 2.5445 0.307 -0.293 0.814
C -1.2841 1.2753 3.3257 0.603 0.526 0.659
C -5.0245 -0.8679 -3.4658 0.716 -1.468 1.384
C 3.5440 -0.1539 -2.9535 -1.350 -1.205 0.850
C 3.3822 -2.5891 -1.8979 -2.235 -0.446 -0.624
C 2.0036 2.0434 0.3650 0.122 0.466 -0.778
C -3.0090 0.2267 -0.5706 -0.536 -0.363 1.833
C 0.7988 -3.0787 -3.1238 1.428 0.093 1.087
C 0.0166 -0.3637 0.8801 0.047 -0.647 0.129
C -0.2565 -3.0740 3.9838 -0.232 0.561 -1.083
C -0.3428 0.6005 4.4096 -0.597 0.022 0.411
C -3.6605 -0.4935 -2.7515 -0.408 0.156 -0.851
C 2.6772 -3.8493 -1.6717 -1.185 0.927 -0.938
C 2.8001 -1.5308 -2.7496 -0.254 -1.957 0.187
C -2.5593 1.5509 0.1756 -0.486 -0.104 -1.931
H 3.0935 -4.6576 -1.0219 -0.087 1.058 -0.620
H -2.2754 -2.2940 4.3212 0.869 0.462 -0.435
H -1.7561 -0.5072 5.7549 0.664 -0.084 -0.911
H -0.5389 -3.8194 4.7788 0.613 0.754 -0.744
H -1.4052 -1.5041 2.9666 0.139 -0.036 0.926
H 3.8427 2.2976 -2.7354 -0.279 -0.301 0.947
H -3.2427 -1.4711 -2.3923 -0.309 0.982 -0.196
H -0.2395 1.3560 5.2421 0.043 -0.723 -0.809
H -2.9430 2.4011 -0.4758 0.133 -0.737 0.795
H -1.8534 0.5397 2.7056 0.701 0.491 0.488
H -0.0247 -3.0086 1.7404 -0.310 -0.547 0.656
H -3.6548 -0.3415 0.1664 0.685 0.359 -0.778
H 4.5330 -2.1132 -0.3676 -0.170 -0.319 -0.399
H -2.9845 -0.0553 -3.5501 -0.526 -0.801 0.571
H -0.7523 3.3518 2.6348 0.348 -0.994 -0.161
H 2.4601 1.0511 0.6166 -0.243 0.778 -0.475
H -2.1671 -0.4604 -0.8387 -0.579 0.701 0.033
H -0.0860 -1.1430 5.6961 -0.856 0.470 -0.513
H 0.5005 4.5626 -0.0103 -0.846 -0.448 -0.959
H 0.7708 -2.6479 4.1439 -0.804 -0.586 0.179
H -0.2008 -3.2377 -3.5818 0.895 0.175 0.308
H 4.7430 2.2086 -1.1911 -0.978 -0.098 -0.529
H 1.0285 -1.0636 -4.0083 0.607 -0.811 0.602
H 2.1730 2.6979 1.2741 -0.458 -0.613 -0.835
H -2.0522 1.8775 3.8879 0.588 -0.636 -0.607
H 3.1983 3.6841 -0.4603 -0.527 -0.819 -0.589
H 1.4287 -0.5187 -0.6015 0.236 -0.609 0.012
H 0.4477 -0.3587 1.9299 -0.803 0.286 -0.831
H 0.6613 2.2546 2.8618 -0.795 0.015 -0.455
H -3.0436 1.6406 1.1781 0.427 -0.012 -0.809
H -1.2121 -4.2780 2.3302 0.755 0.539 0.112
H 1.9081 3.2198 -1.6002 0.599 -0.615 0.752
H 1.7196 -1.4873 0.6614 -0.345 -0.060 -0.503
H -0.9506 -0.9486 0.9207 0.746 0.746 0.224
H 0.5716 -4.5239 2.5110 -0.777 0.601 -0.019
H 4.3966 0.0436 -1.1002 -0.238 0.403 -0.233
H 2.8574 0.4715 -3.5921 0.945 -0.525 0.495
H -2.2010 3.5942 -2.1561 -0.013 -0.235 0.848
H 0.8108 -5.0485 -2.0664 0.567 0.805 -0.167
H 0.7075 0.4448 4.0255 -1.112 -0.031 0.117
H 4.5531 -0.2899 -3.4167 -0.862 0.131 0.171
H -1.1360 4.4605 0.7157 0.063 -0.369 -1.307
```
Forces are in eV/Å.

=====

2.
# C23H42FeN4O5S2Si

A molecular structure, C23H42FeN4O5S2Si in a non-equilibrium geometry (the ωB97M-V functional and the def2-TZVPD basis, the OMol25 dataset).

The highest occupied orbital energy (spin up / spin down) is -0.417 / -0.416 Eh. The value obtained for the total energy is -104664.096 eV. As for the total charge: +1. The calculation puts the maximum force at 1.77 eV Å⁻¹. The multiplicity is 6.

```
78
Properties=species:S:1:pos:R:3:forces:R:3
Fe -0.3365 -0.0724 -0.3391 0.066 -0.121 0.392
S 1.0041 -1.8623 -0.7266 0.009 0.130 0.053
S -0.0725 1.5757 -2.2054 0.701 -0.462 0.877
Si 2.6264 -0.8174 0.2640 -1.113 -0.837 -1.097
O 2.9814 -1.4848 1.6787 -0.256 0.168 0.455
O 3.9476 -0.6571 -0.6188 0.063 0.107 0.406
O 0.2289 -1.0747 3.1730 -0.795 0.102 0.028
O -2.6618 0.1750 -0.8015 -0.029 -0.134 0.046
O 1.7500 0.5379 0.5912 -0.625 0.448 -0.298
N -2.0790 0.6018 -3.5797 -0.153 0.186 0.040
N -2.1203 2.8770 -3.2948 -0.428 -0.409 -0.242
N -0.6753 -0.6621 2.2112 0.295 0.117 -0.021
N -2.2533 -0.1349 0.3764 0.497 0.361 -0.456
C -2.7073 4.9793 -2.2785 0.128 -0.175 -0.077
C -0.0614 5.8026 -2.3400 -0.002 -0.005 -0.007
C 4.0211 -2.3869 2.0941 0.459 -0.329 0.359
C -2.3808 -0.5498 4.0001 0.244 -0.146 0.041
C 0.9502 2.7125 1.0431 0.352 -0.336 -0.100
C 4.3148 -0.4317 -1.9853 0.309 0.066 -0.483
C 2.1526 1.4080 2.8191 -0.082 0.016 -0.265
C -4.2485 0.2316 1.7748 0.198 -0.094 -0.406
C -1.0324 6.6361 -1.8112 -0.005 0.002 0.074
C 3.6201 -2.8710 3.4853 0.062 0.126 -0.366
C -0.4051 4.5586 -2.8415 -0.042 0.043 -0.175
C -1.7280 4.1430 -2.8010 0.205 0.555 0.346
C 2.0894 1.7328 1.3292 -0.064 0.768 0.498
C 4.1196 -3.5512 1.1168 -0.170 0.242 0.132
C -2.3545 6.2208 -1.7836 0.004 0.100 -0.025
C 5.6622 0.2901 -1.9282 -0.337 -0.197 0.022
C 4.4457 -1.7942 -2.6640 -0.051 0.270 0.242
C 3.2705 0.4170 -2.6998 0.079 -0.221 0.227
C -1.8854 -0.4596 2.5974 1.331 -0.309 0.835
C 5.3350 -1.6121 2.1443 -0.287 -0.065 -0.032
C 3.4274 2.2730 0.8419 -0.306 -0.191 -0.069
C -1.5327 1.7044 -3.0592 -0.388 -0.353 -0.154
C -2.8098 -0.0978 1.5288 -0.308 0.073 -0.737
H -0.0071 2.2079 1.2170 -0.056 0.110 0.125
H -3.1162 6.8666 -1.3767 -0.085 0.071 0.037
H 5.5514 1.2616 -1.4525 -0.014 0.111 0.047
H 4.4401 -3.1918 0.1434 0.088 -0.018 -0.180
H -2.9996 -1.4383 4.1232 -0.066 -0.034 0.051
H 6.0577 0.4342 -2.9284 0.068 0.021 -0.150
H 5.5519 -1.2049 1.1612 0.122 0.042 -0.084
H 1.1735 1.1159 3.1849 -0.069 -0.024 0.079
H -4.3519 1.1787 2.3034 0.032 0.026 0.037
H 3.5016 -2.0254 4.1586 0.009 0.090 0.092
H 0.9706 6.1208 -2.3783 0.032 0.027 -0.006
H 3.1538 -4.0381 1.0098 -0.117 -0.096 0.002
H 3.1252 1.3648 -2.1888 0.002 0.167 0.065
H 3.6785 3.1896 1.3659 0.019 0.105 0.097
H 6.3687 -0.3006 -1.3508 0.104 -0.052 0.030
H 2.8478 0.5927 2.9910 0.112 -0.071 0.115
H 4.8402 -4.2766 1.4805 0.107 -0.108 0.002
H 2.6822 -3.4181 3.4393 -0.116 -0.093 0.006
H -0.7623 7.6066 -1.4228 0.012 0.064 0.015
H 1.0703 -1.2145 2.7058 -0.065 0.014 -0.218
H 4.3909 -3.5266 3.8778 0.068 -0.096 0.106
H 3.5092 -2.3411 -2.5793 -0.108 -0.051 -0.053
H 2.4830 2.2756 3.3828 0.061 0.139 0.005
H 5.2335 -2.3791 -2.1963 0.108 -0.059 0.040
H 3.3814 2.4822 -0.2232 0.041 0.047 -0.153
H -3.0134 0.6092 -3.9576 -0.011 -0.015 -0.023
H -4.7579 0.3047 0.8168 -0.086 0.026 0.035
H -3.7366 4.6547 -2.2560 -0.148 -0.050 0.027
H 1.0167 3.5792 1.6934 -0.047 0.096 0.082
H -2.9869 0.3233 4.2357 -0.040 0.004 0.042
H 3.6026 0.6181 -3.7127 0.024 0.064 -0.177
H -4.7149 -0.5495 2.3717 -0.052 -0.005 0.039
H 4.6839 -1.6583 -3.7142 0.047 -0.041 -0.155
H 2.3171 -0.1052 -2.7432 -0.076 -0.044 -0.041
H -3.0319 2.8602 -3.7413 0.231 -0.057 -0.014
H 0.9852 3.0377 0.0059 -0.056 0.095 -0.060
H 4.2089 1.5399 1.0186 0.217 -0.051 0.042
H -1.5440 -0.6121 4.6901 -0.044 -0.003 0.020
H 6.1460 -2.2683 2.4444 0.120 -0.075 0.051
H 5.2645 -0.7948 2.8583 0.011 0.096 0.100
H 0.3462 3.9211 -3.2756 0.069 0.027 -0.075
H -1.7082 -0.2882 -3.2853 -0.009 0.107 -0.063
```
Forces are in eV/Å.

=====

> Which formula does entry 2 have?

C23H42FeN4O5S2Si